Here is a molecular structure, C27H40N3O2P3Ru from OMol25. Energies are from ωB97M-V/def2-TZVPD.

Output
HOMO (spin up / spin down)   -16.1 / -18.2 eV
<S²>   6.053
2S+1   5
Energy relative to the best compared isomer or geometry (same formula, charge and spin)   11.2 kcal per mole
Orbital gap (spin up / spin down)   5.324 / 3.032 eV
Total charge   +4
Maximum force   6.8 eV Å⁻¹

Each line ends with the Löwdin spin population.
Cartesian coordinates (Å):
P (-0.6469, -0.6736, 3.5181)  0.609
C (0.1856, -2.1832, 4.1217)  0.084
H (-0.3252, -2.5998, 4.9990)  0.020
H (1.2382, -1.9638, 4.3370)  -0.001
H (0.1557, -2.8958, 3.2852)  0.002
C (-0.4436, 0.5374, 4.8853)  0.098
H (-1.1971, 1.3312, 4.7668)  -0.001
H (0.5517, 0.9928, 4.7491)  0.002
H (-0.5191, 0.0592, 5.8720)  0.023
C (-2.4032, -1.2024, 3.6520)  0.084
H (-2.7097, -1.3372, 4.6973)  0.020
H (-2.5109, -2.1422, 3.0928)  -0.001
H (-3.0342, -0.4497, 3.1606)  0.002
P (-2.0866, -0.5697, -2.6489)  0.197
C (-1.3132, -2.1776, -3.0039)  0.038
H (-1.8549, -2.6906, -3.8174)  0.010
H (-1.3361, -2.7917, -2.0923)  0.000
H (-0.2670, -2.0030, -3.2895)  0.001
C (-3.8171, -1.0604, -2.3025)  0.024
H (-4.4400, -0.1745, -2.1279)  0.000
H (-3.8081, -1.6552, -1.3752)  0.000
H (-4.2370, -1.6730, -3.1191)  0.006
C (-1.8990, 0.3202, -4.2320)  0.019
H (-2.5682, -0.0770, -5.0068)  0.005
H (-0.8513, 0.2149, -4.5417)  0.000
H (-2.0979, 1.3860, -4.0695)  0.000
P (2.5622, 1.8037, -0.9103)  0.096
C (4.0339, 0.9100, -1.3816)  0.020
H (4.7464, 1.6169, -1.8227)  0.004
H (3.7700, 0.1428, -2.1182)  0.002
H (4.4942, 0.4264, -0.5144)  0.000
C (2.3239, 3.2287, -1.9779)  0.007
H (3.3031, 3.6646, -2.2134)  0.002
H (1.6840, 3.9792, -1.4986)  0.000
H (1.8454, 2.8901, -2.9067)  0.001
C (2.4908, 2.1881, 0.8363)  0.005
H (3.1239, 3.0657, 1.0273)  0.001
H (2.8698, 1.3386, 1.4140)  0.000
H (1.4628, 2.4036, 1.1555)  0.002
Ru (-1.0700, 1.1044, -0.7722)  0.889
C (-1.0247, -0.6240, -0.0725)  0.046
O (-0.9985, -1.7174, 0.3711)  0.025
C (1.1033, 0.7116, -1.4305)  0.227
O (1.3090, -0.1579, -2.2633)  0.156
C (-1.6847, 3.0979, -1.3988)  0.026
C (-0.8592, 3.2489, -0.2897)  0.081
C (-1.1091, 2.5237, 0.8751)  0.041
C (-2.1958, 1.6503, 0.9353)  0.023
C (-3.0163, 1.4702, -0.1832)  -0.004
C (-2.7616, 2.2063, -1.3546)  0.075
H (-1.4818, 3.6559, -2.3100)  -0.001
H (-0.0179, 3.9304, -0.3341)  0.006
H (-0.4609, 2.6356, 1.7327)  0.007
H (-2.3971, 1.1112, 1.8547)  0.005
H (-3.8688, 0.8057, -0.1375)  0.000
H (-3.4072, 2.1047, -2.2189)  0.004
N (6.1184, -9.0289, -1.0978)  -0.023
C (5.6189, -8.0202, -0.7754)  -0.001
C (5.0164, -6.7710, -0.3968)  0.016
C (4.2975, -6.0219, -1.3400)  0.225
C (3.7256, -4.8007, -0.9830)  0.255
C (3.8707, -4.3346, 0.3321)  0.017
C (4.5635, -5.0875, 1.2928)  0.266
C (5.1332, -6.3099, 0.9213)  0.231
N (3.3057, -3.0993, 0.6953)  -0.008
C (3.4376, -2.4497, 1.9247)  0.002
C (2.7983, -1.2417, 1.7954)  0.004
N (2.2663, -1.1215, 0.5300)  -0.001
C (2.5820, -2.2383, -0.1168)  -0.004
H (4.1922, -6.3980, -2.3587)  0.006
H (3.1770, -4.2231, -1.7315)  0.009
H (4.6594, -4.7181, 2.3140)  0.009
H (5.6636, -6.9037, 1.6643)  0.007
H (3.9752, -2.8536, 2.7672)  0.000
H (2.7088, -0.4556, 2.5331)  0.001
H (2.3411, -2.4991, -1.1357)  -0.001